# 1
The following is a quantum chemistry calculation of 13 unconnected molecules or ions with the total composition C65H140F18N7O17S, from the OMol25 dataset.

The lowest unoccupied orbital energy comes out at -1.87 eV. For the gap between HOMO and LUMO, the calculation gives 6.9 eV.

```
! RIJCOSX wB97M-V def2-TZVPD def2/J DEFGRID3
* xyz 1 1
H -17.08494 -24.33881 -3.34653
H -13.79542 -17.35619 -1.26259
F -19.11154 -17.22214 -7.69190
C -18.94323 -12.91577 -6.03841
C -19.83855 -16.16243 -7.15148
N -13.99472 -14.04711 -4.72881
C -16.63825 -19.96982 -8.82528
H -24.74876 -23.61155 -5.64502
H -12.41535 -19.54849 -2.74602
H -17.85609 -20.77786 -11.13820
F -12.32257 -19.75145 -6.56578
H -12.71786 -18.37037 -0.36100
C -22.10131 -15.86427 -3.24344
C -19.65463 -18.28363 1.97673
H -14.57780 -15.82422 -8.66959
O -12.99470 -17.82248 -3.57399
H -20.79441 -20.14471 2.01520
H -11.58398 -24.89785 -8.14027
H -19.43682 -13.05037 -1.26996
O -19.62382 -14.11484 -6.22421
H -15.89473 -16.25991 -7.57638
H -11.34232 -23.27248 -7.46632
H -19.27440 -21.35327 -11.99389
H -16.93385 -19.93156 0.68875
H -14.63509 -25.70665 -6.13092
H -19.23431 -24.63589 1.28472
C -13.33009 -18.32470 -1.24449
O -19.66064 -20.01791 -2.72703
S -14.20667 -23.64349 -1.85601
H -13.95799 -22.96206 -5.23564
H -15.66811 -21.70678 1.87318
H -18.29750 -14.88603 -7.64300
C -21.41328 -22.62787 -8.41084
H -14.32067 -17.22213 -7.52265
H -13.46096 -26.19383 -7.40508
C -20.06628 -14.44371 -2.79393
H -24.27668 -19.17162 -3.20027
H -24.33824 -18.59870 -4.87303
H -18.69121 -18.80010 1.67100
O -25.60062 -23.04707 -7.15154
H -12.75842 -11.82736 -7.77850
C -19.74104 -11.75844 -6.63427
N -20.69636 -15.85429 -2.61715
H -17.26692 -22.73222 -1.49943
H -17.06696 -15.00801 -4.20730
C -15.47869 -14.26967 -2.75018
H -13.71093 -18.66063 -9.35406
H -12.40904 -13.07745 -9.03521
H -17.58670 -19.45242 -2.59748
C -17.01851 -20.93240 0.33480
H -12.68042 -22.26363 -6.28546
H -17.88643 -25.84646 -3.37277
F -21.46403 -21.77196 -1.50322
O -21.90013 -19.09354 -1.86692
H -12.66724 -24.51840 -4.67585
H -17.04265 -18.17249 -7.65472
H -19.55773 -16.56642 -4.26257
H -17.22247 -20.56020 -8.12096
C -16.05190 -15.23957 -3.86241
H -19.78105 -17.29607 1.49616
H -19.64063 -18.28249 3.06303
H -24.98702 -24.19967 -8.84832
F -12.12825 -22.45182 -0.50923
H -18.66354 -21.46038 -5.59548
H -16.50239 -24.11037 0.88389
H -19.81257 -23.04508 1.85054
H -15.34112 -12.58454 -3.97273
O -14.37177 -18.13908 -5.36521
F -26.88783 -23.17683 -9.93737
C -13.05229 -12.77111 -8.19545
H -14.17765 -19.01375 -1.04694
H -13.58704 -14.68923 -7.25387
F -22.12161 -21.70088 0.62148
C -17.96500 -24.84373 -2.96142
H -17.38288 -23.28477 2.19550
C -14.48590 -18.23636 -9.99092
H -16.65693 -20.89033 -0.70922
H -22.63086 -23.99930 -7.57759
C -12.47307 -18.48615 -2.46711
C -22.22708 -21.06370 -0.65054
H -16.23717 -13.69013 -2.23696
H -15.58689 -21.40573 -4.70127
O -14.68015 -22.31937 -2.23380
O -14.72621 -24.11039 -0.57142
C -16.60612 -16.93851 -10.00813
H -25.54501 -19.72312 -6.83263
C -16.12408 -20.60730 -5.25221
H -20.27434 -19.66503 -4.66712
O -15.58482 -20.68706 -9.41393
H -20.58230 -23.28670 -8.27937
H -18.93715 -22.86611 -1.63659
O -15.79601 -23.38098 -9.09003
H -12.00311 -14.06203 -6.85437
H -20.55464 -14.06109 -3.66827
H -19.48929 -23.29081 -10.64149
H -21.14328 -13.20115 -1.39779
H -15.28907 -22.31402 0.43288
H -20.46586 -19.65707 -2.31520
H -20.29000 -23.50477 0.25866
H -21.99320 -15.74611 -4.33277
C -17.36784 -24.04198 -7.54368
H -18.89351 -21.21921 1.39306
H -20.77570 -11.74510 -6.30153
H -25.82044 -18.71303 -3.91470
F -23.52862 -21.29216 -1.04250
H -21.93063 -16.17893 -1.03096
H -19.25580 -15.19346 -0.05387
H -21.29021 -21.96813 -9.24521
H -20.35205 -17.05866 -0.95670
H -18.03846 -13.01364 -6.65042
O -20.79607 -19.25043 0.15195
H -16.32991 -20.92878 -6.31572
C -18.78064 -21.35265 -11.04272
C -23.63085 -20.96823 -5.27530
H -20.55287 -21.36701 -4.21250
H -17.25247 -25.25197 -0.87959
H -16.31858 -20.69564 -2.79134
C -25.04175 -23.15509 -8.35819
N -24.97902 -20.45177 -4.79546
H -24.03358 -15.43398 -2.58610
H -13.38979 -19.64681 -4.31935
H -23.73966 -21.51256 -6.23653
C -20.85621 -16.08947 -1.14027
C -25.85959 -22.83888 -4.28401
H -18.69701 -12.66019 -5.00254
F -20.49500 -16.65662 -6.07485
C -22.62803 -23.44189 -8.46370
H -18.97088 -14.47361 -2.89141
H -14.50402 -12.59686 -6.16861
H -17.39234 -24.65541 -9.50359
H -14.07787 -17.34672 -10.47108
H -22.80656 -12.77912 -3.61228
C -17.07089 -23.69937 -8.97375
N -15.57765 -17.67469 -9.16045
H -14.95351 -14.72640 -1.90955
H -26.93589 -19.97960 -5.68107
O -24.71701 -23.59210 -4.68988
H -19.57700 -20.86753 -10.40513
H -18.98983 -21.04402 -0.42141
C -16.79946 -19.81995 -3.18005
C -14.02918 -25.36066 -7.02079
H -14.87023 -19.04002 -10.63015
H -18.85040 -24.35232 -3.38333
H -19.21047 -10.83423 -6.16930
C -16.14806 -21.95773 0.97726
C -13.07118 -13.77428 -7.02946
H -15.70123 -14.42563 -5.94642
H -13.18158 -26.73687 -4.53959
C -19.42801 -23.61976 1.00294
C -15.15763 -14.98956 -5.13112
H -18.85257 -16.76718 -2.68346
H -16.07735 -19.04274 -3.25278
O -23.79976 -22.53926 -8.53633
H -10.61030 -26.10420 -5.16444
C -18.56736 -22.72746 -10.55058
H -13.92526 -12.85336 -2.91397
H -22.64344 -24.12421 -9.33451
C -24.84408 -19.12767 -4.10576
C -12.08066 -23.99408 -7.82933
H -12.94395 -15.41666 -3.49719
H -26.48696 -22.69496 -5.16783
N -18.24757 -22.90361 0.36335
H -23.69120 -14.01029 -4.53863
H -17.45228 -19.76240 -9.55707
C -18.72258 -15.18649 -6.69058
H -12.68652 -23.66936 -8.61485
F -17.00063 -25.29292 -7.25789
C -16.23852 -18.68659 -8.15506
F -18.64505 -23.97341 -7.17353
C -20.23406 -13.80170 -1.42074
C -23.08262 -14.89337 -2.65075
C -17.76829 -18.80947 -5.16746
H -21.47217 -21.99614 -7.55363
H -16.89716 -17.63618 -10.81151
C -17.00424 -23.15868 1.14805
H -11.47883 -26.57778 -6.62108
C -13.51367 -22.96059 -6.23517
C -12.34312 -23.40345 -1.46099
H -24.82019 -21.36850 -3.01923
C -15.04191 -16.68398 -8.15915
C -12.05468 -24.74281 -5.55659
C -14.65868 -13.32668 -3.54975
F -11.77777 -24.49945 -1.02663
C -25.94641 -22.36958 -9.35541
O -18.02736 -22.70350 -9.20700
H -11.28176 -24.01602 -5.40627
H -14.78072 -15.98064 -5.52544
H -26.43389 -20.87868 -3.42980
H -18.59489 -18.48059 -4.60502
C -25.54110 -21.43998 -3.75918
C -20.28394 -14.90161 -0.40258
C -13.36026 -18.59120 -4.73279
F -10.98757 -19.13134 -4.93759
C -11.59254 -26.16426 -5.61588
C -18.07976 -24.79158 -1.46121
H -26.51153 -23.40509 -3.62650
N -17.36203 -20.05108 -4.51950
O -17.96614 -15.69205 -5.82583
H -14.00301 -12.59573 -8.61668
H -21.79102 -18.63788 1.82138
H -11.46080 -18.13834 -2.30890
H -22.87294 -19.21420 0.02888
F -11.80489 -17.73070 -6.33391
H -12.90439 -12.36229 -5.49953
H -26.06077 -21.31676 -6.47769
H -22.96669 -14.59019 -1.61709
F -16.64747 -23.14150 -6.75425
H -16.99713 -18.01062 -5.26929
C -12.81310 -14.83618 -4.36328
C -19.83828 -20.53300 -4.05140
F -20.78624 -15.82158 -7.99305
H -15.43029 -18.73960 -7.38131
N -13.00355 -24.28487 -6.65933
H -14.69969 -24.99470 -7.82002
F -26.61131 -21.25867 -8.86588
H -18.20994 -21.90958 -4.01611
C -13.63422 -13.10769 -5.79820
H -17.51148 -16.64046 -9.46649
H -18.25573 -19.02299 -6.11195
H -16.04806 -16.28907 -3.74154
H -22.45421 -16.86313 -3.14242
F -11.68694 -23.07271 -2.58523
C -23.44321 -13.64935 -3.56328
H -16.18748 -16.04822 -10.51852
C -22.01071 -19.55223 -0.60646
H -12.64555 -15.55498 -5.18039
C -18.09610 -23.29514 -1.09849
H -14.30322 -22.63019 -6.93125
C -19.78617 -16.80484 -3.24904
H -24.38294 -13.24452 -3.10737
F -25.21554 -21.98027 -10.48028
C -12.09413 -18.77984 -5.63125
H -11.92123 -14.13516 -4.24766
C -20.82683 -19.16517 1.53622
C -25.94067 -20.33611 -6.03447
H -20.86752 -14.71479 0.49933
H -19.65905 -11.88578 -7.72392
H -23.16289 -20.07141 -5.71499
C -18.42793 -21.40511 0.44207
H -17.74017 -23.19407 -11.09090
O -12.37855 -27.15762 -4.87452
C -18.52077 -21.04853 -4.58036
H -18.98529 -25.30321 -1.18784
H -15.73468 -21.66852 -9.24476
H -20.25357 -17.82150 -3.17329
H -15.51300 -19.71587 -5.34500
O -14.19097 -24.56862 -2.98494
H -23.07596 -21.41698 -4.43359
*
```

***

# 2
The following is a quantum chemistry calculation of a molecular structure, C65H142N7O6, from the OMol25 dataset.

As for the energy relative to the best compared isomer or geometry (same formula, charge and spin): 200.2 kcal/mol. The lowest unoccupied orbital energy comes out at -9.33 eV. For the gap between HOMO and LUMO, the calculation gives 5.0 eV.

```
! RIJCOSX wB97M-V def2-TZVPD def2/J DEFGRID3
* xyz 5 1
H -1.98651 -18.33964 -13.08353
N 0.19839 -13.52365 -13.48544
C -5.35818 -11.20905 -6.74430
H -5.77673 -16.69324 -13.27923
H -6.97386 -7.60086 -11.46414
C -16.05955 -10.49997 -10.46788
H -4.50026 -7.00541 -11.39178
H -11.79209 -19.24842 -13.71161
H -3.37596 -8.07360 -12.28660
H -2.60895 -14.22440 -13.60988
H -15.36260 -12.12968 -9.26109
H -5.48487 -10.59792 -7.63793
H -3.29182 -19.35129 -12.23494
C -7.66354 -10.97193 -5.86430
H -3.56766 -16.35234 -12.22241
H 2.26658 -13.86139 -13.35109
C -4.27148 -8.03514 -11.66639
C -7.85947 -9.66785 -9.60877
H -10.50708 -12.37079 -16.67580
H -5.91093 -10.50962 -13.51824
H -2.47787 -19.54466 -15.33651
H -2.71532 -17.31365 -15.20682
H 1.21151 -11.29131 -15.88503
H -5.11135 -10.49012 -5.96307
H -4.76414 -16.60547 -18.44733
H -4.70958 -12.03053 -9.16963
H -5.42395 -18.45317 -10.88086
H -2.98936 -17.33391 -10.93053
H -3.09437 -8.77169 -15.75678
C -4.48996 -12.81320 -8.44350
C -5.88512 -17.62149 -12.71826
H -6.88025 -11.19594 -15.92796
H -2.96350 -10.03773 -13.40783
O -6.61585 -13.62559 -10.67340
C -7.01655 -11.93788 -16.71475
C 1.31165 -13.41862 -16.18372
C -7.57999 -13.48527 -14.81228
H -9.71312 -12.36583 -13.56207
H -11.01808 -13.49411 -14.17816
H -3.26029 -10.50393 -8.21298
H -2.15762 -14.26100 -5.08762
H -7.53581 -8.87923 -12.46156
C -10.08834 -12.30317 -9.04323
C -0.88848 -13.54873 -12.40871
C -1.65033 -11.84986 -7.64295
H -16.44927 -11.08782 -11.29894
C -9.51555 -12.23190 -16.24489
C -5.11258 -17.57696 -11.44955
H -14.59530 -10.69817 -8.81413
H -6.71390 -14.02773 -16.75608
H -2.44177 -14.55468 -6.81231
C 0.05714 -14.75100 -14.41360
H 0.46686 -13.28094 -16.85861
H 2.44527 -12.12626 -14.89411
C -3.59274 -17.37180 -11.83750
H -3.60745 -14.40185 -11.35470
C -10.52412 -18.05258 -12.41227
C -3.77745 -17.47227 -15.02027
H -10.37035 -15.52147 -9.25111
H -4.10116 -16.62812 -14.41140
H -11.08097 -13.08570 -10.77936
C -5.45999 -18.80176 -13.60733
H -6.64360 -12.79446 -5.74021
C -11.16712 -12.19054 -10.16345
O -7.30127 -15.96185 -6.54231
H -16.29047 -8.80981 -11.77683
H -0.43111 -13.45390 -6.57263
C -15.54519 -9.11140 -11.04082
C -5.05329 -10.01198 -13.06555
C -9.95475 -13.33462 -13.99930
H -3.77681 -6.96708 -14.40470
H -4.79052 -10.47717 -12.11546
H -9.76311 -14.10166 -13.24895
C -2.95313 -11.15249 -7.39253
C -7.36888 -14.62326 -10.70484
H -11.40175 -19.47229 -6.87693
H -5.89466 -6.68185 -13.44173
H -8.95119 -14.65261 -17.02158
H -5.55451 -16.77976 -10.85183
H -7.97520 -16.12675 -15.65058
H -9.27320 -16.15961 -14.41452
O -8.57879 -15.34470 -4.89005
H -10.72350 -17.28326 -16.22758
H -9.45634 -17.83383 -12.42188
C 1.42775 -12.17325 -15.28208
C -6.60961 -11.99090 -6.47589
H -4.16873 -12.62989 -5.12780
H -6.49747 -10.66958 -10.78411
H -8.60429 -10.82623 -17.66907
C -10.77600 -19.23653 -13.31724
C -9.31475 -19.65942 -7.81334
H -3.88157 -10.96610 -14.44525
H -14.00143 -8.13585 -12.04943
H -12.48723 -10.39803 -11.98576
C -9.04735 -16.04036 -15.47418
H -0.92719 -14.81585 -14.87725
H -0.89686 -12.19610 -5.62490
H -12.62978 -9.64337 -10.35204
C -8.66838 -19.23133 -9.23780
N -13.70450 -11.39505 -10.55393
H 2.00366 -15.15056 -14.98435
H -7.28972 -14.38338 -14.26708
H -7.77948 -10.50487 -8.91517
N -5.43989 -8.62113 -12.54181
H -8.32625 -12.50275 -18.15359
H -12.99175 -12.60498 -12.21678
H -12.29824 -18.02579 -8.64563
C -14.97697 -11.20870 -9.69832
H -4.68912 -9.43201 -15.91071
H -10.42031 -13.05311 -8.32525
C -3.90749 -13.16140 -6.04288
H -6.95070 -17.79577 -12.56907
C -3.87241 -9.96879 -14.00552
C 1.14909 -14.73394 -15.51748
H -10.81000 -19.43118 -10.78570
C -11.24321 -18.01487 -8.37199
C -3.41492 -13.40897 -11.76117
C -13.16049 -10.12544 -11.17305
C -6.69087 -13.22422 -16.01991
C -1.28731 -12.79041 -6.45099
H -3.99695 -20.25278 -15.54076
H -4.43028 -15.58474 -17.10803
H 0.96904 -15.43496 -16.33250
C -12.60521 -11.97882 -9.61697
C -13.93886 -12.44762 -11.70074
H 0.18989 -15.70841 -13.90975
H -3.04793 -20.79612 -14.07692
H -4.24682 -18.58964 -16.94845
H -12.70839 -11.30400 -8.76722
H -10.65711 -20.20661 -12.83464
H -6.62729 -8.05710 -14.25518
H -0.81891 -11.14981 -7.72529
H -10.93137 -11.30248 -10.74985
H -9.74973 -11.42633 -15.54896
H -13.05663 -12.89430 -9.23459
H -1.62988 -12.52974 -8.49468
C -4.21192 -16.57489 -17.50807
H -8.71391 -17.18991 -8.74680
C -6.66669 -9.63375 -10.48996
H -4.36360 -13.12441 -12.21629
C -3.02200 -18.43279 -12.75617
H -5.65671 -13.06955 -15.71219
H 0.45377 -11.30256 -13.51150
H -4.13949 -8.65722 -10.78112
H -16.91424 -10.37941 -9.80224
N -9.14964 -13.43155 -15.33122
H -5.89443 -9.31005 -9.79216
O -7.88881 -15.02363 -11.79475
H -15.42224 -8.53256 -10.12543
C -3.29172 -19.97910 -14.75600
H -6.13305 -18.94131 -14.45327
H -9.23942 -18.24247 -15.94941
H -8.50641 -17.35393 -10.42930
N -10.59038 -17.62763 -9.74108
H -9.34851 -17.18596 -17.26719
H -10.23212 -11.30879 -8.62057
H -11.14990 -17.10296 -7.78223
H -12.20107 -18.40478 -11.03058
H -14.36119 -13.36215 -11.28435
H -3.13891 -16.42048 -17.62167
O -9.09798 -15.10675 -7.04700
H 2.23392 -13.58491 -16.74039
H -5.53583 -17.82168 -16.18584
H -5.28229 -13.53257 -8.23653
H -2.47466 -12.56861 -13.49905
H -7.92182 -8.68873 -9.13384
H -8.80957 -19.07492 -7.04441
H -10.15730 -19.18848 -14.21335
H -4.90349 -7.08345 -15.71572
H 1.40940 -12.74941 -12.05484
H -3.65884 -13.39747 -8.83841
C -9.63374 -17.26242 -16.21794
C 1.48465 -13.68260 -12.61304
H -11.05758 -17.18446 -12.79945
H -7.11944 -14.33263 -9.40271
H -8.30887 -15.02719 -7.58791
C -10.83711 -19.41060 -7.80725
H -14.40573 -9.64173 -12.76559
N -3.89627 -18.70340 -14.01602
H -8.88259 -19.86800 -10.09621
C -2.34088 -13.45775 -12.88292
H -2.94712 -10.51326 -6.50967
C -5.70680 -7.69494 -13.79732
H -8.51191 -11.37009 -5.30767
H -0.62201 -12.68719 -11.79645
H -4.72953 -13.87040 -6.14117
H -7.15433 -10.36793 -5.11331
C -4.48699 -17.65914 -16.43409
C -8.31555 -15.49343 -6.07593
H -8.81761 -9.67245 -10.12845
C -11.11236 -18.40171 -10.97774
C -4.00219 -8.98464 -15.19232
H -0.78190 -14.45837 -11.81768
C -9.02564 -17.81070 -9.58677
C 0.29457 -12.10590 -14.23080
C -8.42677 -11.83548 -17.29759
C -6.76820 -8.63876 -11.72600
H -8.05418 -10.29897 -6.62760
H -11.32653 -20.07343 -8.52084
C -10.83052 -16.11198 -10.04335
H -3.12278 -12.66186 -11.02321
H -9.03960 -20.71345 -7.77547
H -5.52269 -19.71979 -13.02307
H -0.66291 -12.06518 -14.75008
C -2.43502 -13.79333 -6.03231
C -9.47936 -14.70236 -16.06940
H -14.64775 -12.12199 -12.46201
C -4.60499 -7.56527 -14.78467
C -14.29443 -9.15487 -11.79674
H 1.50440 -14.51503 -11.90963
H -10.49307 -14.56213 -16.44464
N -4.17495 -12.10388 -7.17029
H -6.91040 -12.40162 -7.43971
H -9.08438 -12.52115 -9.40744
H -6.27912 -11.85608 -17.51325
H -7.59336 -19.29921 -9.07106
H -11.91650 -16.02759 -10.08379
H -10.43987 -15.91181 -11.04106
O -7.79872 -15.00038 -9.52228
H -7.26454 -12.61350 -14.23904
*
```